## one
Molecular formula: C12H12NO
Method: DFT, ωB97M-V with the def2-TZVPD basis set

Structure (ORCA input):
```
! RIJCOSX wB97M-V def2-TZVPD def2/J DEFGRID3
* xyz 1 1
N 0.24320 -4.79642 -0.13457
C 0.68564 -4.05688 -0.92152
C 0.99768 -3.14296 -1.87450
C 0.80723 -1.76504 -1.80392
C 0.24923 -0.85075 -0.86249
C -0.89294 -1.17155 0.11863
C 0.45384 -0.98070 0.69942
O 0.84683 0.14135 1.33060
C 0.26992 1.41483 1.01523
C -0.94615 1.77788 1.69972
C -1.49233 3.06264 1.60003
C -0.85013 3.85866 0.63802
C 0.32424 3.51171 -0.01898
C 0.89589 2.28096 0.14250
H 0.14997 -5.23377 0.69166
H 1.46266 -3.54082 -2.74531
H 1.36521 -1.43195 -2.67145
H 0.06496 0.10409 -1.27902
H -1.49845 -0.32091 0.04817
H -1.38314 -2.14000 0.16565
H 1.04630 -1.82323 0.93378
H -1.45591 0.94170 2.23439
H -2.43445 3.37925 1.97894
H -1.40753 4.75469 0.22004
H 0.70794 4.12120 -0.87513
H 1.79027 1.90603 -0.32988
*
```

Calculated values
molecular weight	186.23	g mol⁻¹
orbital gap	7.043	eV

## two
Molecular formula: C12H12NO
Method: DFT, ωB97M-V with the def2-TZVPD basis set

Structure (ORCA input):
```
! RIJCOSX wB97M-V def2-TZVPD def2/J DEFGRID3
* xyz 1 1
C -3.50614 -1.03799 0.27920
C -3.44202 -0.12129 -0.73488
C -2.47361 -1.18060 1.15951
C -2.37832 0.72460 -0.82912
C -1.34613 -0.41481 0.98234
C -1.24848 0.51015 -0.02724
C 2.01252 -1.56701 -0.60625
C 3.25704 -1.37097 -0.11731
C 1.08326 -0.59447 -0.70945
C 1.20225 0.78078 -0.32488
C 3.82226 -0.33123 0.41347
C -0.02887 1.42022 -0.11089
N -0.12925 2.70359 0.20425
O 4.71073 0.55891 0.70917
H -4.45714 -1.50670 0.53063
H -4.24009 0.08789 -1.40708
H -2.46181 -1.81394 2.06112
H -2.54481 1.23307 -1.78168
H -0.46057 -0.61295 1.70477
H 1.88968 -2.62462 -0.98142
H 3.68767 -2.33951 0.11895
H 0.05744 -1.11823 -0.74053
H 2.15217 1.27597 -0.18660
H 5.23676 0.97142 -0.02941
H -0.92003 3.05657 0.58327
H 0.52548 3.31116 -0.15992
*
```

Calculated values
molecular weight	186.23	g mol⁻¹
orbital gap (alpha / beta)	6.887 / 6.887	eV

Verdict on stability: two comes out at the bottom.

## one
Molecular formula: C12H36O12
Method: DFT, ωB97M-V with the def2-TZVPD basis set

Structure (ORCA input):
```
! RIJCOSX wB97M-V def2-TZVPD def2/J DEFGRID3
* xyz 0 1
O 3.10748 -30.36411 10.51657
C 2.83282 -29.56524 9.38747
C 1.37121 -29.15302 9.31981
O 0.57280 -30.31380 9.27194
H 2.56984 -31.15921 10.41317
H 3.44982 -28.66962 9.42141
H 3.01087 -30.10759 8.45165
H 1.17641 -28.50142 8.45315
H 0.95387 -28.52162 10.12116
H -0.39872 -30.21061 9.24211
O -4.74722 -29.60562 9.33581
C -4.07181 -28.68930 10.20527
C -2.66599 -29.20586 10.52913
O -1.99348 -29.46896 9.30052
H -4.77171 -30.42513 9.84931
H -4.04565 -27.71182 9.72911
H -4.62627 -28.53579 11.13602
H -2.77062 -30.17178 11.03739
H -2.11092 -28.45570 11.08567
H -2.60810 -29.86645 8.66831
O -5.45699 -26.31720 2.76723
C -5.61049 -27.69832 3.06149
C -6.45598 -28.36046 2.01834
O -5.79373 -28.25332 0.74990
H -5.26834 -25.84807 3.58359
H -4.63324 -28.19918 3.03460
H -5.94922 -27.86013 4.09044
H -7.45059 -27.91416 1.93339
H -6.54139 -29.43868 2.13266
H -5.62858 -27.32911 0.53625
O 1.12124 -32.09489 6.89882
C 0.96127 -31.91510 5.51025
C 1.86691 -30.81175 4.97413
O 1.57277 -29.54743 5.62832
H 1.07938 -31.23899 7.35670
H 1.13572 -32.86590 5.00814
H -0.08970 -31.71902 5.26024
H 1.85019 -30.63230 3.89845
H 2.90147 -31.03865 5.24386
H 2.30286 -28.97563 5.36949
O -2.54192 -25.91148 5.91638
C -2.76288 -27.30947 5.98656
C -1.62640 -28.09088 5.36750
O -0.40732 -27.82854 6.02283
H -2.03032 -25.68256 6.70226
H -2.88085 -27.72632 6.98902
H -3.71763 -27.59331 5.53860
H -1.58187 -27.86915 4.29514
H -1.83578 -29.16425 5.45445
H 0.16485 -28.63315 6.02384
O -1.27224 -24.35412 3.99919
C -2.18298 -24.08401 2.95644
C -3.38533 -23.23515 3.36523
O -2.86771 -21.97706 3.86393
H -1.75743 -24.88602 4.66162
H -1.66014 -23.70597 2.07836
H -2.57742 -25.05392 2.60823
H -3.82359 -23.70959 4.24729
H -4.06100 -23.13246 2.52217
H -1.94216 -22.15235 4.06974
*
```

Calculated values
molecular weight	372.41	g mol⁻¹
orbital gap	9.941	eV

## two
Molecular formula: C12H36O12
Method: DFT, ωB97M-V with the def2-TZVPD basis set

Structure (ORCA input):
```
! RIJCOSX wB97M-V def2-TZVPD def2/J DEFGRID3
* xyz 0 1
O 1.14322 -5.09394 1.83521
C 0.92144 -3.77018 1.33145
C 0.68170 -3.86209 -0.23905
O 1.87661 -4.00491 -0.99352
H 1.15966 -5.10989 2.79494
H 0.11434 -3.34284 1.92649
H 1.72546 -3.06834 1.55298
H 0.25409 -2.89381 -0.49922
H 0.02022 -4.72482 -0.31797
H 2.37436 -4.73871 -0.62559
O 0.87131 -2.16711 5.87047
C -0.43014 -1.64289 6.04174
C -0.92341 -1.20178 4.70237
O -0.38824 -0.08497 3.99959
H 1.50679 -1.46774 6.03971
H -0.96366 -2.46778 6.51400
H -0.44175 -0.75312 6.67124
H -2.00527 -1.10069 4.78876
H -0.85282 -2.07843 4.05847
H -0.34177 0.66210 4.60069
O 0.91593 2.09763 -0.63216
C -0.05333 1.39205 0.15067
C 0.32355 0.02953 0.58544
O -0.73544 -0.57641 1.26235
H 0.56483 2.98571 -0.73031
H -0.23125 2.02656 1.01892
H -0.98144 1.41001 -0.42063
H 1.17885 0.10711 1.25667
H 0.60411 -0.59362 -0.26372
H -0.61528 -0.49360 2.21120
O -0.25074 4.77806 -1.03342
C -0.48811 5.40886 -2.30498
C -1.01573 4.39513 -3.36007
O -0.97828 4.94706 -4.62170
H 0.22599 5.39878 -0.47751
H -1.25316 6.17860 -2.20352
H 0.43867 5.84375 -2.67920
H -2.07585 4.18089 -3.22457
H -0.43966 3.47070 -3.40095
H -1.64133 5.63692 -4.54388
O 2.23321 0.30604 -2.36562
C 3.44338 0.87316 -2.80471
C 4.05390 0.15701 -4.01569
O 4.90267 -0.84558 -3.58258
H 1.98431 0.68677 -1.52022
H 3.23528 1.89650 -3.11707
H 4.17035 0.87522 -1.99254
H 4.76530 0.83968 -4.48043
H 3.35277 -0.17491 -4.78143
H 4.48886 -1.68439 -3.36639
O -2.70226 -2.21550 0.31679
C -3.31354 -1.50500 -0.71801
C -3.94512 -0.23637 -0.24045
O -4.46443 0.51819 -1.31850
H -2.04416 -1.70194 0.79089
H -2.61578 -1.29479 -1.52859
H -4.12685 -2.12386 -1.09701
H -3.23547 0.35651 0.33662
H -4.69974 -0.55569 0.47835
H -5.27725 0.11703 -1.63471
*
```

Calculated values
molecular weight	372.41	g mol⁻¹
orbital gap	9.361	eV

Verdict on stability: two comes out at the bottom.

## one
Molecular formula: C4H8BrN
Method: DFT, ωB97M-V with the def2-TZVPD basis set

Structure (ORCA input):
```
! RIJCOSX wB97M-V def2-TZVPD def2/J DEFGRID3
* xyz 0 1
C 1.02836 -2.43454 0.37687
C 0.44835 -1.37694 -0.49006
N 0.82120 -0.19583 -0.70333
Br 2.31657 0.50655 0.13941
H 1.39168 -3.25293 -0.24544
H 0.26204 -2.83520 1.03817
H 1.85429 -2.04215 0.96700
H -0.44597 -1.64494 -1.04902
C -1.60036 2.30016 0.56111
C -0.95703 2.11939 -0.57333
H -1.14990 2.81426 1.39495
H -2.60762 1.94650 0.71431
H -1.40342 1.60418 -1.40797
H 0.04181 2.49149 -0.72267
*
```

Calculated values
molecular weight	150.02	g mol⁻¹
orbital gap	10.146	eV

## two
Molecular formula: C4H8BrN
Method: DFT, ωB97M-V with the def2-TZVPD basis set

Structure (ORCA input):
```
! RIJCOSX wB97M-V def2-TZVPD def2/J DEFGRID3
* xyz 0 1
C 0.69702 0.45346 0.65144
C 0.91422 -0.80338 -0.14299
C -0.59948 1.29080 0.72985
C 0.21352 -1.52408 -1.28632
N 1.54093 0.41275 -0.41100
Br 4.45095 0.39696 0.10175
H 1.11580 0.47146 1.67776
H 1.59087 -1.51028 0.22845
H -0.78746 1.58562 1.69753
H -1.37114 0.69311 0.32004
H -0.54680 2.25249 0.19969
H -0.79121 -1.41677 -1.05076
H 0.55994 -2.55551 -1.33719
H 0.44265 -0.97511 -2.18342
*
```

Calculated values
molecular weight	150.02	g mol⁻¹
orbital gap (alpha / beta)	6.003 / 6.007	eV

Verdict on stability: two comes out at the bottom.

## one
Molecular formula: CN2O3S
Method: DFT, ωB97M-V with the def2-TZVPD basis set

Structure (ORCA input):
```
! RIJCOSX wB97M-V def2-TZVPD def2/J DEFGRID3
* xyz 0 1
C 1.42168 -0.59358 0.48538
N 1.16864 -1.73254 0.74150
N 0.89843 1.39843 -0.49382
O 1.44419 0.63889 0.36493
O -1.55348 1.09191 0.34328
O -2.14483 -0.96083 -0.80780
S -1.23462 0.15771 -0.63347
*
```

Calculated values
molecular weight	120.09	g mol⁻¹
orbital gap (alpha / beta)	8.736 / 8.669	eV

## two
Molecular formula: CN2O3S
Method: DFT, ωB97M-V with the def2-TZVPD basis set

Structure (ORCA input):
```
! RIJCOSX wB97M-V def2-TZVPD def2/J DEFGRID3
* xyz 0 1
C -1.63088 1.02186 0.16415
N -1.49321 2.09784 -0.22229
N 1.76553 -0.22206 -0.10697
O 1.86288 -1.39672 -0.31282
O 2.34784 0.64230 0.39838
O -1.58988 -1.51687 -0.54211
S -1.26228 -0.62634 0.62166
*
```

Calculated values
molecular weight	120.09	g mol⁻¹
orbital gap (alpha / beta)	8.793 / 7.903	eV

Verdict on stability: one comes out at the bottom.

## one
Molecular formula: C6H3N
Method: DFT, ωB97M-V with the def2-TZVPD basis set

Structure (ORCA input):
```
! RIJCOSX wB97M-V def2-TZVPD def2/J DEFGRID3
* xyz 0 1
C 2.37226 -0.65475 0.15559
C 2.39040 0.64338 0.80250
C 1.11220 -0.27093 -0.33452
C -1.22471 -0.50061 -0.02327
C -2.44287 -0.40578 0.39292
C 1.80629 0.97707 -0.43323
N -0.11634 -0.71406 -0.47419
H -3.09520 0.36687 0.02449
H -2.83395 -1.07677 1.13594
H 2.03192 1.63559 -1.24622
*
```

Calculated values
molecular weight	89.10	g mol⁻¹
orbital gap	8.912	eV

## two
Molecular formula: C6H3N
Method: DFT, ωB97M-V with the def2-TZVPD basis set

Structure (ORCA input):
```
! RIJCOSX wB97M-V def2-TZVPD def2/J DEFGRID3
* xyz 0 1
C 0.81904 -0.48772 -0.82448
C 1.42948 0.65303 -0.31813
C -0.40752 -0.45600 -0.09938
C -1.44683 0.05361 1.59362
C -0.31407 0.63412 0.96858
C -1.73377 -0.59188 0.25862
N 0.75466 1.31727 0.70555
H 1.22350 -1.13102 -1.66819
H 2.39596 0.91182 -0.46691
H -2.72044 -0.90323 -0.14929
*
```

Calculated values
molecular weight	89.10	g mol⁻¹
orbital gap	7.648	eV

Verdict on stability: one comes out at the bottom.